The following is a quantum chemistry calculation of a structure of composition C43H29Cl5NOP2SSn, from OMol25.

## Properties
Charge   +1
DFT total energy   -146447.4475 eV
Lowest unoccupied orbital energy   -2.910 eV
HOMO   -10.705 eV
2S+1   1

Geometry (Å):
H 6.83483 1.33440 3.20508
C -3.48894 -0.50025 -0.67596
Cl 3.39851 5.32973 -2.18975
S -0.01559 -1.89945 1.22517
Cl 3.21370 2.22431 -1.93914
C 2.92185 -2.68626 -5.14494
H -3.30600 -2.83257 -3.48558
C 0.98333 2.81506 1.03155
H 5.27964 -3.34975 -0.05230
P 1.51857 1.09904 1.23200
H 1.09308 2.12378 3.93425
C 1.67884 -2.35601 0.83674
C 0.25166 0.52989 5.08475
H -1.46667 -1.25769 -3.08178
H 2.14977 5.79956 0.11370
C 1.87843 3.58304 0.09653
C -0.26508 2.97800 -2.68019
H 2.91742 3.52451 0.41450
C -0.22374 -0.77248 5.07198
C -0.28291 -2.67456 -1.96275
H -0.65440 -2.49379 3.83712
C -0.25511 -1.48905 3.88416
H -3.18117 -5.13968 -2.59988
H -1.19637 -5.86844 -1.32346
C -0.22750 3.29114 1.34356
N -4.20769 -0.93901 0.12306
H 4.40125 -3.80093 2.21702
H 3.84649 -2.32284 -1.75954
C 1.78408 4.72122 -1.76719
C -2.36640 -4.44911 -2.42670
C 0.57905 2.42064 -1.81799
C 2.99353 -1.50820 -5.88272
H 0.26926 1.09477 6.00719
H 3.81678 -0.59849 0.87492
O -0.72395 -3.12490 1.66668
H 2.98497 3.14370 2.79363
C 3.45035 -2.50223 -0.76940
C 1.97999 -0.30099 -4.07190
H -0.89769 2.71608 1.97408
C 3.77305 -3.32928 1.47336
H 5.27151 3.18615 3.69125
C -2.44070 -3.15327 -2.92115
P 1.03508 -1.44446 -1.75188
H 3.28765 -3.61313 -5.56608
H -0.57922 -1.23117 5.98499
C 4.26047 -3.08551 0.19776
H -0.30955 6.34285 -0.24881
C 0.21432 -0.90369 2.71782
C 3.66082 2.32341 2.57863
C -0.69785 4.59130 0.84138
C 1.47518 5.03117 -0.26431
H 6.10384 -0.55991 1.79247
H 1.62000 0.62845 -3.64931
H -1.69626 4.90468 1.11702
C 0.77805 5.16347 -2.79007
Sn -0.40258 0.68545 -0.82737
C 0.71636 1.10856 3.91413
Cl -1.66962 2.02533 -3.17281
C 2.37109 -2.67587 -3.87686
H 2.57948 0.59558 -5.92440
C -1.25342 -4.85955 -1.70913
C 3.24146 1.25046 1.79304
C 0.70658 0.40565 2.71204
C 1.79410 3.18752 -1.40148
C -1.40350 -2.26762 -2.68631
C -0.18085 4.34462 -3.22803
H 2.28958 -3.60013 -3.31662
H 3.40780 -1.52523 -6.88213
H 2.08420 -3.12105 2.79279
C 1.90455 -1.47660 -3.33236
Cl -1.35908 4.86161 -4.36077
C 4.95043 2.35121 3.08267
C 2.13415 -2.15752 -0.47246
C 2.47857 -2.95025 1.79826
C -0.20842 -3.97666 -1.47856
C 4.12895 0.22006 1.50787
C 5.41894 0.24727 2.01799
Cl 0.85599 6.80157 -3.28495
H 0.65300 -4.30722 -0.91203
C 2.52538 -0.31913 -5.34941
C 0.06269 5.38103 0.08491
H -4.83304 -1.34002 0.79074
C 5.82869 1.30983 2.80815

How positive or negative is each atom? The Mulliken charges in e answer that: atom 1 (H): 0.41, atom 2 (C): -0.13, atom 3 (Cl): -0.12, atom 4 (S): 1.10, atom 5 (Cl): -0.08, atom 6 (C): -0.83, atom 7 (H): 0.47, atom 8 (C): -0.71, atom 9 (H): 0.48, atom 10 (P): 1.99, atom 11 (H): 0.34, atom 12 (C): -0.08, atom 13 (C): -0.83, atom 14 (H): 0.40, atom 15 (H): 0.65, atom 16 (C): -0.55, atom 17 (C): 1.21, atom 18 (H): 0.83, atom 19 (C): -0.83, atom 20 (C): 0.83, atom 21 (H): 0.65, atom 22 (C): -0.51, atom 23 (H): 0.41, atom 24 (H): 0.45, atom 25 (C): -0.25, atom 26 (N): -0.12, atom 27 (H): 0.42, atom 28 (H): 0.52, atom 29 (C): 1.09, atom 30 (C): -0.62, atom 31 (C): -2.38, atom 32 (C): -0.57, atom 33 (H): 0.46, atom 34 (H): 0.58, atom 35 (O): -0.78, atom 36 (H): 0.36, atom 37 (C): -1.24, atom 38 (C): -0.29, atom 39 (H): 0.49, atom 40 (C): -1.04, atom 41 (H): 0.45, atom 42 (C): -0.72, atom 43 (P): 1.28, atom 44 (H): 0.43, atom 45 (H): 0.42, atom 46 (C): -0.81, atom 47 (H): 0.48, atom 48 (C): -0.10, atom 49 (C): -0.51, atom 50 (C): -0.83, atom 51 (C): -0.78, atom 52 (H): 0.49, atom 53 (H): 0.38, atom 54 (H): 0.47, atom 55 (C): -0.13, atom 56 (Sn): 0.44, atom 57 (C): -0.30, atom 58 (Cl): -0.20, atom 59 (C): -0.36, atom 60 (H): 0.47, atom 61 (C): -0.70, atom 62 (C): 0.28, atom 63 (C): 0.29, atom 64 (C): 1.37, atom 65 (C): -0.57, atom 66 (C): -0.24, atom 67 (H): 0.49, atom 68 (H): 0.41, atom 69 (H): 0.54, atom 70 (C): 0.21, atom 71 (Cl): -0.17, atom 72 (C): -0.83, atom 73 (C): 1.19, atom 74 (C): -0.54, atom 75 (C): -0.14, atom 76 (C): -0.40, atom 77 (C): -0.74, atom 78 (Cl): -0.14, atom 79 (H): 0.39, atom 80 (C): -0.80, atom 81 (C): -1.18, atom 82 (H): 0.27, atom 83 (C): -0.73